# C4H15N3O

A cluster of 2 separate species, C4H15N3O in total (the ωB97M-V functional and the def2-TZVPD basis, the OMol25 dataset).

Last column: natural (NBO) charge in e.
Cartesian coordinates (Å):
C -1.09816 1.61079 -0.61104  -0.213
C -0.13005 1.02268 0.40543  -0.459
C -0.22595 -0.48277 0.66195  -0.041
C -1.36727 -1.17992 0.64733  0.067
N -1.56522 -2.52138 0.85242  -0.771
N 1.02469 -1.05947 1.21155  -0.698
N -0.79610 1.15701 -2.02221  -0.678
H -2.12627 1.32543 -0.39427  0.237
H -1.03727 2.68835 -0.59388  0.258
H 0.87083 1.24944 0.05006  0.238
H -0.32822 1.52174 1.35280  0.263
H -2.27111 -0.66100 0.33346  0.218
H -2.41232 -2.78337 1.33117  0.431
H -0.77264 -3.11916 1.00918  0.385
H 1.12091 -2.04557 0.97341  0.444
H 1.09076 -0.91219 2.22204  0.449
H 1.83451 -0.58146 0.78253  0.475
H 0.18451 0.88086 -2.13487  0.445
H -1.37306 0.37723 -2.33240  0.456
H -0.84871 1.92493 -2.69907  0.463
H 3.49226 1.15080 0.12832  0.507
H 3.72016 -0.06372 -0.75985  0.510
O 3.01370 0.50075 -0.41405  -0.987

The energy above the lowest of the compared OMol25 structures with the same formula, charge and spin comes out at 1.265 eV. The HOMO energy is -16.39 eV. The charge is +2. For the energy, the calculation gives -400.3070 Eh.

=====

# C4H15N3O

A cluster of 2 separate species, C4H15N3O in total (the ωB97M-V functional and the def2-TZVPD basis, the OMol25 dataset).

Last column: natural (NBO) charge in e.
Cartesian coordinates (Å):
C -0.18455 0.88823 1.88334  -0.220
C -0.10895 0.26498 0.49486  -0.481
C 1.24838 -0.25474 0.00656  0.241
C 1.41805 -1.58843 0.06095  -0.208
N 2.68715 -2.35899 -0.26710  -0.693
N 2.05184 0.61630 -0.64528  -0.775
N -1.51379 1.61949 2.01070  -0.666
H -0.26044 0.13191 2.66581  0.239
H 0.64334 1.52006 2.18833  0.252
H -0.47024 0.95132 -0.27638  0.246
H -0.75460 -0.59681 0.32121  0.260
H 0.73495 -2.27059 0.53105  0.235
H 2.37022 -3.12680 -0.85896  0.459
H 3.54705 -1.97349 -0.64549  0.455
H 2.93383 -2.74951 0.65044  0.456
H 2.76937 0.25713 -1.26546  0.411
H 1.98778 1.60195 -0.47977  0.421
H -2.25479 1.03389 1.62649  0.452
H -1.49339 2.56935 1.63296  0.458
H -1.74248 1.69518 2.99676  0.457
H -4.18834 0.84095 -3.52308  0.458
H -4.89523 0.71988 -4.92013  0.484
O -4.52515 0.20873 -4.18778  -0.942

The energy above the lowest of the compared OMol25 structures with the same formula, charge and spin comes out at 2.086 eV. The HOMO energy is -15.31 eV. The charge is +2. For the energy, the calculation gives -400.2768 Eh.

=====

# C4H15N3P3

The ion C4H15N3P3 with charge +1 (the ωB97M-V functional and the def2-TZVPD basis, the OMol25 dataset).

Last column: natural (NBO) charge in e.
Cartesian coordinates (Å):
C 0.77295 -0.50638 0.58945  0.748
C -2.39525 0.10102 0.25100  -0.632
C -0.95853 0.57817 -1.67387  -0.599
C -1.18921 0.94366 -0.14642  -0.068
N 0.07599 -1.57518 1.04109  -0.832
N 0.04680 0.83686 0.60602  -0.729
N 2.04246 -0.44241 0.20059  -0.831
P 0.77931 -3.17885 0.69493  0.496
P 0.83738 2.32652 1.30819  0.552
P 2.70432 0.74042 -0.83735  0.556
H -2.36187 -0.12442 1.28657  0.200
H -3.30908 0.61807 0.09658  0.246
H -2.43669 -0.85892 -0.38253  0.212
H -1.84120 0.60357 -2.14090  0.213
H -0.41523 -0.46323 -1.81926  0.183
H -0.27528 1.27496 -2.23413  0.224
H -1.58796 2.00734 -0.21984  0.239
H -0.90139 -1.43898 1.44240  0.471
H 2.51923 -1.17781 0.55610  0.418
H 0.07104 -3.78569 1.78827  0.009
H -0.20645 -3.63624 -0.28557  0.004
H -0.40805 3.03917 1.39326  -0.005
H 1.10354 2.96978 0.12742  -0.043
H 3.75384 1.13253 -0.05349  -0.021
H 3.57931 0.01603 -1.58851  -0.013

The HOMO energy is -13.04 eV. The charge is +1. For the energy, the calculation gives -1349.4130 Eh. The SMILES is CC(C)N(P)/C(NP)=[NH+]\P.

=====

# C4H15N5

The molecule C4H15N5 (the ωB97M-V functional and the def2-TZVPD basis, the OMol25 dataset).

Last column: natural (NBO) charge in e.
Cartesian coordinates (Å):
C 0.05307 0.29279 -0.70135  0.260
C -1.49578 0.36084 -0.12965  0.083
C 0.80687 -0.82050 0.03542  -0.070
C 1.15679 -0.57891 1.49750  -0.631
N 0.04183 -0.10060 -2.06822  -0.887
N 0.72529 1.57453 -0.48257  -0.875
N -1.58758 1.27085 1.00968  -0.870
N -2.09292 -0.94412 0.03552  -0.840
N 2.06793 -1.02533 -0.84099  -0.858
H -2.01408 0.84572 -0.96419  0.177
H 0.25157 -1.75199 -0.09563  0.215
H -0.26059 0.66401 -2.66189  0.353
H 1.07669 -0.54284 -2.19726  0.425
H 0.39973 2.23771 -1.18155  0.358
H 0.44571 1.95238 0.41769  0.377
H -2.55751 1.52188 1.18693  0.364
H -1.21141 0.83989 1.84978  0.349
H -1.73345 -1.41567 0.85600  0.346
H -3.10180 -0.88371 0.11431  0.360
H 2.63258 -1.77744 -0.46203  0.364
H 2.61490 -0.17097 -0.80617  0.373
H 1.82858 -1.37050 1.85001  0.216
H 1.67380 0.38820 1.61810  0.219
H 0.27980 -0.56622 2.12056  0.193

The energy above the lowest of the compared OMol25 structures with the same formula, charge and spin comes out at 0.000 eV. The HOMO energy is -8.56 eV. For the energy, the calculation gives -435.1684 Eh. The SMILES is C[C@H](N)C(N)(N)C(N)N.

=====

# C4H15N6

A structure of composition C4H15N6 (the ωB97M-V functional and the def2-TZVPD basis, the OMol25 dataset).

Last column: natural (NBO) charge in e.
Cartesian coordinates (Å):
C -1.77273 -1.34768 2.23622  -0.052
C -2.48117 0.82019 1.82306  -0.082
C -0.73831 -0.13323 0.49895  0.211
C 0.87926 0.24700 -0.67507  0.512
N -2.17552 -0.09642 2.83187  -0.613
N -0.48698 -1.04055 1.49294  -0.703
N 0.65222 1.22176 -1.52834  -0.761
N 1.61821 -0.75705 -0.89091  -0.758
N 3.36412 -0.01094 -3.57693  -1.089
N -1.31516 1.14607 0.85223  -0.671
H -1.56665 -2.03067 2.99190  0.217
H -2.48570 -1.74303 1.51324  0.209
H -3.36619 0.48451 1.18847  0.206
H -2.69812 1.84229 2.23020  0.227
H -1.43545 -0.40987 -0.33400  0.207
H -1.55436 0.27625 3.46777  0.367
H 0.18442 -0.87421 2.18621  0.380
H 0.00742 1.96581 -1.44383  0.435
H 1.09515 1.24033 -2.44457  0.413
H 1.53361 -1.67879 -0.34635  0.453
H 2.33520 -0.65396 -1.64725  0.444
H 4.06276 -0.71737 -3.64884  0.373
H 3.01796 0.00599 -4.58455  0.377
H 3.86453 0.79278 -3.55382  0.361
H -0.53853 1.45080 1.36139  0.337

The energy above the lowest of the compared OMol25 structures with the same formula, charge and spin comes out at 0.392 eV. The HOMO energy is -12.26 eV. The charge is +1. For the energy, the calculation gives -489.6364 Eh.

=====

# C4H15NO2

A cluster of 3 separate species, C4H15NO2 in total (the ωB97M-V functional and the def2-TZVPD basis, the OMol25 dataset).

Last column: natural (NBO) charge in e.
Cartesian coordinates (Å):
C 1.42350 0.02437 -1.93154  -0.604
C 1.14373 1.30792 -1.12951  -0.396
C -0.32243 1.73273 -1.21614  -0.411
C -1.27910 0.85386 -0.39954  -0.223
N -1.11501 0.92358 1.07180  -0.854
H 2.46293 -0.25917 -1.89725  0.218
H 0.83721 -0.80318 -1.51579  0.200
H 1.08006 0.16083 -2.95747  0.197
H 1.75212 2.11926 -1.50498  0.204
H 1.42496 1.14368 -0.08904  0.191
H -0.64034 1.68742 -2.26702  0.205
H -0.41846 2.75832 -0.85273  0.198
H -2.30866 1.11560 -0.63437  0.195
H -1.17092 -0.18600 -0.71824  0.183
H -0.13555 1.12920 1.27119  0.361
H -1.57204 1.77499 1.38781  0.360
H 0.95155 -2.73456 0.33723  0.462
H 0.70361 -2.11704 1.69631  0.494
O 1.42514 -2.36333 1.08745  -0.964
H -1.67602 -1.70604 2.86503  0.473
H -1.42709 -0.94087 1.55275  0.502
O -1.28151 -1.79795 1.99287  -0.989

The energy above the lowest of the compared OMol25 structures with the same formula, charge and spin comes out at 0.368 eV. The HOMO energy is -10.15 eV. For the energy, the calculation gives -366.6376 Eh. The SMILES is CCCCN.O.O.